# 1
{"formula": "C4H7NO", "method": "the ωB97M-V functional and the def2-TZVPD basis", "elements": ["H", "C", "N", "H", "C", "H", "H", "H", "H", "C", "C", "H", "O"], "xyz": [[0.452, -1.628, 0.908], [1.627, 0.377, -0.277], [0.215, 0.302, 0.129], [-2.054, -0.596, -0.595], [-0.260, -0.923, 0.499], [1.701, 0.094, -1.329], [-0.133, 2.237, -0.516], [2.205, -0.326, 0.323], [2.003, 1.389, -0.125], [-0.524, 1.379, 0.016], [-1.575, -1.319, 0.112], [-1.519, 1.376, 0.439], [-2.138, -2.362, 0.415]], "lowdin_charge": [0.111, -0.013, -0.254, 0.109, -0.096, 0.105, 0.082, 0.095, 0.091, 0.048, -0.344, 0.086, -0.021], "total_energy_ev": -7796.7368, "orbital_gap_ev": [7.79, 7.80], "e_lumo_ha": [0.003, 0.003], "de_lowest_ev": 2.908}


# 2
{"formula": "C4H7NO", "method": "the ωB97M-V functional and the def2-TZVPD basis", "elements": ["O", "C", "N", "H", "H", "H", "H", "C", "H", "H", "C", "C", "H"], "xyz": [[-3.429, 0.429, 0.458], [-2.327, 0.218, 0.034], [-1.318, -0.864, 0.096], [-0.862, 0.624, -1.842], [0.986, 1.596, 0.927], [2.365, -0.410, 1.180], [2.045, -0.922, -0.491], [-1.260, 0.275, -0.801], [1.507, 1.490, -0.695], [0.929, -1.149, 0.913], [1.552, -0.369, 0.358], [1.175, 0.977, 0.118], [-1.362, -1.896, -0.254]], "lowdin_charge": [0.097, -0.468, 0.074, 0.144, 0.037, 0.100, 0.084, -0.030, 0.020, 0.081, -0.230, -0.063, 0.155], "total_energy_ev": -7792.9845, "orbital_gap_ev": [7.76, 8.47], "e_lumo_ha": [-0.011, 0.012], "de_lowest_ev": 6.660}


# 3
{"formula": "C4H7NO", "method": "the ωB97M-V functional and the def2-TZVPD basis", "elements": ["H", "C", "O", "H", "C", "H", "H", "C", "H", "H", "N", "H", "C"], "xyz": [[0.552, -1.145, -1.128], [0.987, -0.255, -0.687], [2.324, -0.415, -0.502], [-0.970, 1.108, 1.249], [0.345, 0.904, -0.426], [0.920, 1.820, -0.519], [-1.674, 1.759, -0.240], [-1.020, -1.272, 0.518], [-1.060, -2.312, 0.195], [2.548, 0.154, 0.246], [-1.575, -0.367, -0.177], [-0.417, -1.064, 1.416], [-1.050, 0.949, 0.151]], "lowdin_charge": [0.113, -0.234, 0.013, 0.112, -0.084, 0.105, 0.105, -0.109, 0.081, 0.104, -0.040, 0.092, -0.257], "total_energy_ev": -7796.3970, "orbital_gap_ev": 9.40, "e_lumo_ha": 0.028, "de_lowest_ev": 3.247, "smiles": "C=NC/C=C/O"}


# 4
{"formula": "C4H7NO", "method": "the ωB97M-V functional and the def2-TZVPD basis", "elements": ["C", "N", "H", "H", "C", "H", "H", "H", "O", "C", "H", "H", "C"], "xyz": [[0.226, -0.916, 0.034], [-1.087, 1.373, 0.034], [-2.581, -0.812, -1.067], [1.412, 0.347, 1.138], [-1.499, 0.060, 0.366], [-1.445, 0.050, 1.443], [0.225, -1.684, 0.718], [0.182, -1.470, -0.910], [-2.591, -0.516, -0.114], [1.064, 0.335, 0.073], [0.731, 2.398, -0.245], [2.052, 0.429, -0.477], [0.179, 1.504, -0.176]], "lowdin_charge": [-0.055, 0.075, 0.142, 0.123, -0.360, 0.132, 0.035, 0.071, 0.014, -0.240, 0.093, 0.119, -0.148], "total_energy_ev": -7796.4963, "orbital_gap_ev": 9.60, "e_lumo_ha": 0.034, "de_lowest_ev": 3.148}


# 5
{"formula": "C4H7NO", "method": "the ωB97M-V functional and the def2-TZVPD basis", "elements": ["H", "H", "C", "N", "C", "C", "H", "C", "H", "O", "H", "H", "H"], "xyz": [[2.144, 0.406, -0.114], [0.874, -0.864, -1.412], [0.043, -0.646, -0.764], [-1.703, 0.231, -0.055], [1.731, 0.957, 0.739], [-0.311, 0.439, -0.064], [-2.229, 0.273, 0.814], [-1.374, -1.123, -0.631], [-1.484, -1.898, 0.139], [0.386, 1.420, 0.520], [1.744, 0.280, 1.602], [2.334, 1.842, 0.915], [-1.918, -1.396, -1.535]], "lowdin_charge": [0.080, 0.090, -0.045, 0.066, -0.061, -0.434, 0.115, -0.172, 0.108, -0.038, 0.100, 0.089, 0.102], "total_energy_ev": -7796.6537, "orbital_gap_ev": 9.15, "e_lumo_ha": 0.039, "de_lowest_ev": 2.991}


# 6
{"formula": "C4H7NO", "method": "the ωB97M-V functional and the def2-TZVPD basis", "elements": ["N", "O", "H", "H", "C", "H", "C", "H", "H", "H", "H", "C", "C"], "xyz": [[-1.335, 0.189, 1.305], [-1.221, 1.452, 1.883], [1.524, 0.958, 0.493], [-1.950, 1.461, 2.519], [-0.242, -1.230, -0.443], [-1.095, -1.487, -1.079], [0.917, -0.467, -1.143], [0.725, -0.252, -2.197], [0.416, 1.693, -0.692], [1.894, -0.947, -1.044], [0.055, -2.126, 0.112], [-0.451, -0.008, 0.420], [0.702, 0.755, -0.203]], "lowdin_charge": [0.029, -0.067, 0.114, 0.089, -0.114, 0.110, -0.161, 0.101, 0.113, 0.100, 0.110, -0.321, -0.103], "total_energy_ev": -7796.7056, "orbital_gap_ev": 10.56, "e_lumo_ha": 0.041, "de_lowest_ev": 2.939, "smiles": "ON=C1CCC1"}